C17H30BrCaN9O5S | the ωB97M-V functional and the def2-TZVPD basis

ORCA input file:
```
! RIJCOSX wB97M-V def2-TZVPD def2/J DEFGRID3
* xyz -2 1
Ca 0.390 1.154 -0.513
C -0.592 4.288 4.492
C -1.351 3.801 3.296
C -2.523 4.380 2.852
C -3.094 3.966 1.653
C -2.436 2.971 0.962
Br -3.122 2.363 -0.705
N -1.332 2.378 1.364
C -0.793 2.797 2.506
H -1.147 5.056 5.034
H 0.353 4.701 4.130
H -0.362 3.472 5.180
H -2.985 5.179 3.423
H -4.001 4.406 1.264
H 0.138 2.316 2.782
C -1.487 -1.996 -5.110
N -0.637 -1.923 -3.935
C -0.793 -3.090 -3.087
C -0.645 -0.677 -3.259
N -0.928 -0.462 -2.050
N -0.252 0.333 -4.156
C 0.042 1.654 -3.817
N 0.679 2.290 -4.905
N -0.218 2.174 -2.703
H -1.250 -2.907 -5.664
H -1.333 -1.142 -5.765
H -2.556 -2.033 -4.841
H -0.507 -3.974 -3.662
H -1.838 -3.222 -2.757
H -0.161 -3.004 -2.197
H -1.103 -1.297 -1.500
H 0.447 -0.029 -4.787
H 0.162 2.202 -5.768
H 0.892 3.253 -4.695
H 0.082 3.141 -2.603
O 1.149 4.449 1.758
S 1.753 3.612 0.692
O 3.050 4.138 0.284
O 0.797 3.540 -0.477
O 1.844 2.190 1.184
C 1.184 -4.958 0.785
C 1.519 -3.992 -0.345
N 0.681 -2.829 -0.303
C 0.555 -2.228 0.864
N -0.045 -1.048 0.980
C -0.377 -0.696 2.343
C 0.880 -0.702 3.203
C 1.345 -2.145 3.264
N 1.044 -2.859 2.042
C 1.483 -4.230 2.080
H 1.762 -5.888 0.740
H 0.121 -5.207 0.722
H 1.388 -4.488 -1.316
H 2.597 -3.745 -0.278
H 2.377 -0.422 -1.594
H -1.114 -1.396 2.786
H -0.843 0.286 2.355
H 0.711 -0.321 4.216
H 1.618 -0.064 2.711
H 0.834 -2.659 4.096
H 2.424 -2.213 3.478
H 1.014 -4.737 2.941
H 2.571 -4.266 2.267
O 1.939 0.363 -1.935
*
```

Results
LUMO = 4.426 eV
HOMO-LUMO gap = 5.746 eV
relative energy (zero: lowest compared OMol25 entry of this formula, charge and spin) = 9.97 kcal/mol
strongest force on any atom = 0.017 Eh/bohr

Results of the Löwdin charge analysis, in e, for atoms 1 through 4:
1 Ca 1.235
2 C -0.051
3 C -0.257
4 C -0.043